(1)
15
Properties=species:S:1:pos:R:3 method="wB97M-V/def2-TZVPD" lumo_ha=-0.0613 homo_lumo_gap_ha=0.2804 total_charge=0 e_homo_ev=-9.30
C -2.21863 1.78099 0.79423
C -1.54343 0.63209 0.01719
Br -2.74408 -0.53179 -0.97377
C -0.24299 0.41700 0.03279
Br 0.86699 1.63823 1.04351
O 0.25742 -0.64521 -0.71389
P 1.63383 -1.30775 -0.12585
O 1.68769 -1.46319 1.32241
O 1.75635 -2.79372 -0.78288
O 2.89441 -0.45413 -0.76876
I 2.39640 -0.07333 -2.71970
H -1.96345 2.76582 0.37114
H -3.30920 1.61994 0.86555
H -1.83246 1.69278 1.82998
H 2.36115 -3.27772 -0.19195

(2)
15
Properties=species:S:1:pos:R:3 method="wB97M-V/def2-TZVPD" lumo_ha=-0.1894 smiles="C=Cc1nnn(Br)[n+]1P(O)Br" homo_lumo_gap_ha=0.3254 total_charge=+1 e_homo_ev=-14.01
C -1.56887 1.69569 -0.18883
C -0.39685 1.31562 -0.70243
C -0.08968 -0.09085 -0.91157
N -0.21204 -0.78831 -2.04168
N 0.15999 -2.01760 -1.80884
N 0.51431 -2.09707 -0.56544
Br 1.10121 -3.66873 0.20540
N 0.39128 -0.91784 0.04347
P 0.84668 -0.66099 1.80722
O 1.73332 0.66406 1.59081
Br -0.96655 0.15888 2.74340
H -2.41199 1.02932 -0.11023
H -1.69594 2.71101 0.14746
H 0.31274 2.06735 -1.00851
H 2.28238 0.59946 0.79978

(3)
17
Properties=species:S:1:pos:R:3 method="wB97M-V/def2-TZVPD" lumo_ha=0.2020 homo_lumo_gap_ha=0.2794 total_charge=-2 e_homo_ev=-2.11
C -1.11182 -1.02519 0.67182
C -0.09242 0.04854 0.51348
C 0.41619 0.38793 -0.81842
O 0.81585 -1.39420 2.60310
O -1.09281 2.38879 -0.95805
O 2.29496 -1.22625 0.65235
O 1.99491 0.71846 2.09106
O -1.89074 0.36279 -1.94459
O -0.11242 1.70458 -3.02361
S 1.42808 -0.52583 1.52774
S -0.75247 1.30185 -1.79834
Br 0.86469 -1.13281 -1.85723
Br 1.98567 1.37563 -0.74648
H -0.76310 -1.98754 0.73981
H -1.62344 -1.08575 1.63608
H -1.81955 -0.96610 -0.10304
H -0.54158 1.05511 0.81433

(4)
11
Properties=species:S:1:pos:R:3 method="wB97M-V/def2-TZVPD" lumo_ha="-0.0418 / -0.0604" homo_lumo_gap_ha="0.2609 / 0.2436" total_charge=0 e_homo_ev="-8.24 / -8.27"
C -0.54988 -1.86547 0.12902
C 0.86423 0.62588 -0.34688
C -0.01754 1.69976 -0.69884
P 0.48837 -0.56360 0.79918
Br 0.09958 -2.97162 -1.24749
Br -0.92966 0.06306 2.42420
Br 2.39499 -1.38173 1.45560
H -1.52924 -1.59695 -0.08350
H -0.90976 1.68583 -0.07100
H -0.30398 1.59916 -1.67886
H 0.39289 2.70568 -0.68144

(5)
10
Properties=species:S:1:pos:R:3 method="wB97M-V/def2-TZVPD" lumo_ha="0.0222 / -0.1307" homo_lumo_gap_ha="0.2863 / 0.2438" total_charge=0 multiplicity=3 e_homo_ev="-7.19 / -10.19"
C -1.19222 1.01694 -0.44336
C -0.54433 -0.15251 -0.63883
C 0.27857 -0.90375 0.28161
O 0.19012 -0.67817 1.53308
Cl 1.14159 -2.21665 -0.42126
Br 2.64700 0.96005 -0.03295
H -1.76983 1.51903 -1.20816
H -1.14437 1.49537 0.46016
H -0.48347 -0.47244 -1.70997
H 0.87693 -0.56788 2.17968

(6)
9
Properties=species:S:1:pos:R:3 method="wB97M-V/def2-TZVPD" lumo_ha="-0.0052 / -0.0112" homo_lumo_gap_ha="0.3327 / 0.3007" total_charge=0 e_homo_ev="-9.19 / -8.49"
C -1.46001 -0.13170 0.71132
C -0.54869 -0.77015 -0.06048
C 1.32503 0.83404 -0.76989
F -0.29645 -2.04773 -0.15539
Br 2.77068 0.08097 0.06453
H -2.14775 -0.76808 1.29372
H -1.57596 0.88124 0.85935
H 1.14186 0.30661 -1.72341
H 0.79130 1.61479 -0.21975

(7)
10
Properties=species:S:1:pos:R:3 method="wB97M-V/def2-TZVPD" lumo_ha=-0.0061 smiles="O=C=CF.CBr" homo_lumo_gap_ha=0.3394 total_charge=0 e_homo_ev=-9.40
C -3.05111 -0.38514 0.25420
C 2.30552 0.34013 0.23114
C -1.91326 -0.07721 -0.34219
O -4.04919 -0.68965 0.73014
F -1.71623 0.48107 -1.61298
Br 2.20581 -1.51184 -0.16310
H 1.46987 0.79373 0.64290
H 2.47072 0.85764 -0.62770
H 3.18575 0.53899 0.79668
H -0.90787 -0.34772 0.09093

(8)
10
Properties=species:S:1:pos:R:3 method="wB97M-V/def2-TZVPD" lumo_ha="-0.0286 / -0.0285" homo_lumo_gap_ha="0.3047 / 0.3049" total_charge=0 e_homo_ev="-9.07 / -9.07"
C -2.44887 -0.40449 -1.49851
C -0.27709 1.00175 0.34976
C -0.73249 -0.39983 0.25618
O -2.52855 0.14927 -2.54774
F -3.48472 -1.18258 -1.07597
Br -1.62533 -1.31802 1.63401
H -1.14044 1.73656 0.55722
H 0.44228 1.04114 1.23220
H 0.48204 1.38003 -0.35526
H 0.02118 -1.10349 -0.30131

| no. | molecular weight (g/mol) |
| --- | --- |
| 1 | 421.7 |
| 2 | 302.9 |
| 3 | 360.0 |
| 4 | 310.8 |
| 5 | 171.4 |
| 6 | 139.0 |
| 7 | 155.0 |
| 8 | 155.0 |